(1)
{"formula": "C5H10N2O", "method": "wB97M-V/def2-TZVPD", "multiplicity": 1, "total_energy_ha": -381.161733, "lumo_energy_ev": 0.508, "e_homo_ev": -8.773, "homo_lumo_gap_ev": 9.281, "elements": ["C", "C", "C", "N", "C", "O", "H", "H", "H", "H", "H", "H", "H", "H", "H", "C", "N", "H"], "positions_angstrom": [[1.454, -0.072, -1.298], [1.154, 0.197, 0.161], [-0.250, -0.543, 1.193], [-0.977, -1.578, 0.611], [-1.055, 0.666, 1.506], [-0.628, 1.675, 2.029], [1.076, -1.043, -1.621], [2.539, -0.069, -1.459], [1.112, 0.762, -1.914], [1.868, -0.367, 0.759], [1.387, 1.223, 0.444], [0.263, -0.877, 2.103], [-1.450, -1.275, -0.266], [-0.412, -2.398, 0.435], [-2.145, 0.534, 1.390], [-1.264, 1.052, -1.212], [-1.767, 0.059, -1.541], [-0.906, 2.054, -1.319]], "lowdin_charge": [-0.160, -0.161, -0.300, 0.030, -0.314, 0.030, 0.070, 0.072, 0.044, 0.067, 0.081, 0.139, 0.029, 0.084, 0.121, -0.055, 0.122, 0.101]}

---

(2)
{"formula": "C8H7N2O5S", "method": "wB97M-V/def2-TZVPD", "total_charge": -1, "multiplicity": 1, "total_energy_ha": -1192.910120, "lumo_energy_ev": 2.664, "e_homo_ev": -3.820, "homo_lumo_gap_ev": 6.484, "elements": ["N", "O", "O", "C", "C", "C", "C", "C", "S", "N", "C", "O", "O", "O", "C", "C", "H", "H", "H", "H", "H", "H", "H"], "positions_angstrom": [[-2.064, -1.089, 3.901], [-1.493, -2.003, 3.342], [-2.996, -1.125, 4.683], [2.385, -1.271, -3.010], [1.435, -0.536, -2.090], [1.823, 0.649, -1.461], [0.993, 1.300, -0.546], [-0.266, 0.756, -0.250], [-1.371, 1.595, 0.881], [-1.269, 0.559, 2.258], [-1.559, 0.837, 3.440], [-1.828, 1.387, 4.453], [-0.795, 2.861, 1.241], [-2.705, 1.491, 0.361], [-0.687, -0.412, -0.894], [0.162, -1.041, -1.804], [1.924, -2.182, -3.406], [2.668, -0.657, -3.875], [3.313, -1.569, -2.499], [2.816, 1.043, -1.683], [1.330, 2.212, -0.058], [-1.666, -0.842, -0.686], [-0.150, -1.963, -2.297]], "lowdin_charge": [-0.409, -0.078, -0.065, -0.062, -0.279, -0.051, -0.047, -0.270, 0.663, -0.021, -0.446, 0.100, -0.323, -0.306, -0.042, -0.042, 0.069, 0.077, 0.081, 0.111, 0.110, 0.122, 0.109]}

---

(3)
{"formula": "C2H9NOS2", "method": "wB97M-V/def2-TZVPD", "multiplicity": 1, "total_energy_ha": -1007.775448, "lumo_energy_ev": -3.997, "e_homo_ev": -9.288, "homo_lumo_gap_ev": 5.290, "elements": ["N", "C", "C", "S", "S", "H", "H", "H", "H", "H", "H", "H", "H", "H", "O"], "positions_angstrom": [[-0.758, 0.265, -0.787], [-1.403, 0.751, 0.404], [-2.556, -0.126, 0.945], [-4.205, -0.190, 0.115], [2.303, 0.159, -0.083], [-0.629, 0.834, -1.591], [0.231, 0.028, -0.501], [-0.582, 0.841, 1.128], [-1.777, 1.809, 0.176], [-2.158, -1.219, 0.967], [-2.717, 0.156, 1.989], [-4.294, -1.461, -0.371], [7.474, -1.138, -1.207], [6.347, -0.293, -0.258], [7.198, -0.585, -0.430]], "lowdin_charge": [0.004, -0.358, -0.563, 0.643, 0.110, 0.064, -0.126, 0.094, 0.130, 0.102, 0.053, -0.151, 0.073, -0.022, -0.054]}

---

(4)
{"formula": "C4H11N3", "method": "wB97M-V/def2-TZVPD", "total_charge": -1, "multiplicity": 2, "total_energy_ha": -323.166526, "lumo_energy_ev": [3.959, 3.826], "e_homo_ev": [1.216, -4.839], "homo_lumo_gap_ev": [2.742, 8.665], "elements": ["C", "C", "C", "N", "C", "N", "N", "H", "H", "H", "H", "H", "H", "H", "H", "H", "H", "H"], "positions_angstrom": [[-1.003, 1.129, 0.056], [-0.428, 0.285, -1.065], [-0.403, -1.189, -0.514], [2.206, -0.274, 0.435], [1.301, -1.093, 1.102], [0.179, -1.565, 0.742], [-1.791, 2.217, -0.415], [-0.090, 1.335, 0.618], [-1.492, 0.429, 0.613], [-1.076, 0.361, -1.954], [0.548, 0.483, -1.466], [0.171, -1.801, -1.273], [-1.494, -1.586, -0.434], [2.245, -0.314, -0.548], [3.087, -0.142, 0.933], [1.500, -1.047, 2.193], [-2.833, 2.270, -0.241], [-1.523, 2.586, -1.261]], "lowdin_charge": [-0.348, -0.275, -0.343, 0.000, -0.524, -0.034, -0.012, 0.089, 0.066, 0.092, 0.033, 0.074, 0.113, -0.048, -0.057, 0.073, 0.089, 0.012]}